[1]
C38H66N17S | ωB97M-V/def2-TZVPD

```
122
Properties=species:S:1:pos:R:3:lowdin_charge:R:1
C -2.206 -3.335 -3.769 -0.0813
C -0.936 -2.424 -4.359 -0.3896
C 0.112 -3.304 -5.279 -0.1120
C -1.530 -1.143 -5.201 -0.2189
C -0.250 -0.123 -5.469 -0.3776
S -0.596 1.641 -4.890 1.0056
C -1.104 1.509 -3.052 -0.3604
C 0.271 1.681 -2.178 -0.2476
C 0.021 1.654 -0.528 -0.1591
C 0.894 0.338 0.025 -0.2186
N 0.063 -0.872 -0.305 0.0006
C 0.855 -2.057 -0.786 -0.3631
N 0.161 -3.269 -0.873 0.0869
N 2.301 -2.094 -1.212 0.0327
H -2.411 -4.288 -4.430 0.0946
H -3.154 -2.614 -3.805 0.0880
H -1.986 -3.728 -2.679 0.0643
H -0.315 -1.984 -3.448 0.1052
H 0.638 -4.063 -4.538 0.0953
H 0.959 -2.656 -5.765 0.0697
H -0.453 -3.849 -6.160 0.0959
H -2.393 -0.557 -4.658 0.1037
H -1.955 -1.537 -6.238 0.1407
H 0.670 -0.535 -4.851 0.1004
H 0.069 -0.138 -6.613 0.1248
H -1.655 2.220 -5.643 0.0478
H -1.859 2.388 -2.775 0.1079
H -1.570 0.439 -2.849 0.1009
H 0.977 0.776 -2.481 0.1062
H 0.771 2.704 -2.497 0.1069
H 0.555 2.602 -0.095 0.1089
H -1.118 1.572 -0.258 0.1186
H 1.060 0.480 1.199 0.1355
H 1.928 0.413 -0.509 0.1091
H -0.697 -0.668 -0.996 0.0962
H 0.820 -4.023 -1.225 0.0257
H 2.758 -3.018 -0.959 0.0660
H 2.422 -1.895 -2.241 0.0732
C -3.201 -4.069 0.365 -0.1087
C -4.240 -4.230 -0.732 -0.2169
N -5.102 -4.364 -1.643 0.0669
H -3.547 -3.340 1.103 0.0392
H -3.033 -5.027 0.864 0.0149
H -2.257 -3.720 -0.063 0.0309
C 0.800 -5.824 2.396 -0.0905
C -0.608 -6.253 2.018 -0.1850
N -1.777 -6.609 1.705 0.0893
H 1.483 -6.012 1.563 0.0745
H 0.814 -4.756 2.633 0.0735
H 1.140 -6.387 3.269 0.0197
C -4.999 -3.020 4.414 -0.0686
C -3.603 -3.278 3.870 -0.1919
N -2.445 -3.491 3.419 0.1038
H -5.742 -3.517 3.785 0.0798
H -5.079 -3.407 5.434 0.0790
H -5.202 -1.945 4.424 0.0755
C -0.371 5.800 0.352 -0.0715
C -1.066 5.348 -0.922 -0.1961
N -1.643 4.974 -1.979 0.0764
H -0.255 4.953 1.034 0.0500
H 0.617 6.204 0.115 0.0460
H -0.963 6.576 0.845 0.0805
C 0.541 -6.297 6.614 -0.0759
C 1.708 -6.059 5.669 -0.1957
N 2.675 -5.861 4.884 0.0876
H -0.143 -5.445 6.585 0.0817
H -0.001 -7.199 6.317 0.0836
H 0.910 -6.423 7.636 0.0162
C 4.995 -3.708 -3.428 -0.0698
C 3.864 -4.541 -2.846 -0.2065
N 2.927 -5.233 -2.364 0.1015
H 5.594 -3.277 -2.621 0.0807
H 5.637 -4.335 -4.052 0.0792
H 4.585 -2.899 -4.039 0.0700
C 3.597 4.764 -3.990 -0.0676
C 3.086 5.204 -2.629 -0.1872
N 2.662 5.570 -1.499 0.1036
H 4.554 4.245 -3.880 0.0809
H 2.877 4.087 -4.458 0.0651
H 3.738 5.635 -4.636 0.0836
C -3.439 2.881 2.474 -0.0982
C -1.955 2.829 2.796 -0.1811
N -0.723 2.787 3.063 0.0952
H -3.593 2.750 1.399 0.0764
H -3.964 2.084 3.008 0.0572
H -3.853 3.846 2.778 0.0551
C 0.635 2.875 6.193 -0.1041
C 0.124 3.316 7.555 -0.2154
N -0.300 3.681 8.685 0.0797
H 1.591 2.356 6.304 0.0730
H -0.085 2.198 5.726 0.0519
H 0.776 3.746 5.548 0.0645
C 0.643 9.282 -2.205 -0.1082
C 0.132 9.723 -0.843 -0.2124
N -0.293 10.089 0.287 0.0730
H 1.599 8.763 -2.094 0.0024
H -0.078 8.605 -2.672 0.0692
H 0.783 10.154 -2.850 0.0756
C 4.967 8.802 -0.121 -0.0670
C 4.189 9.169 -1.374 -0.1701
N 3.543 9.473 -2.414 0.0949
H 4.461 7.991 0.409 0.0733
H 5.976 8.476 -0.391 0.0782
H 5.039 9.670 0.540 0.0813
C 2.031 -6.159 -7.428 -0.0763
C 3.515 -6.211 -7.106 -0.2060
N 4.747 -6.253 -6.839 0.0823
H 1.877 -6.290 -8.502 0.0792
H 1.506 -6.956 -6.893 0.0820
H 1.617 -5.194 -7.124 0.0461
C 2.626 -4.234 9.821 -0.0666
C 1.424 -5.164 9.790 -0.1896
N 0.427 -5.935 9.764 0.0980
H 2.307 -3.221 10.083 0.0791
H 3.348 -4.583 10.564 0.0800
H 3.107 -4.213 8.839 0.0757
C -6.820 5.483 3.416 -0.0664
C -6.549 4.000 3.221 -0.1852
N -6.324 2.770 3.060 0.0988
H -7.154 5.927 2.475 0.0804
H -7.598 5.623 4.172 0.0822
H -5.908 5.988 3.745 0.0775
```

- Orbital gap: 8.30 eV
- Multiplicity: 1
- Net charge: +1
- Strongest force on any atom: 10.271 eV/Å
- LUMO level: -0.114 Ha
- Highest occupied orbital energy: -11.39 eV

***

[2]
C38H66N4OS2Yb | ωB97M-V/def2-TZVPD

```
112
Properties=species:S:1:pos:R:3:lowdin_charge:R:1
Yb -21.721 -7.255 -8.735 1.4121
C -24.370 -7.530 -9.222 -0.1509
C -23.871 -7.363 -10.504 -0.2788
C -23.246 -8.568 -10.911 -0.1725
C -23.420 -9.482 -9.833 -0.0435
C -24.013 -8.803 -8.732 -0.2987
C -24.445 -9.476 -7.417 -0.5442
C -24.343 -8.435 -6.261 -0.0564
C -23.667 -10.715 -7.108 -0.0653
C -25.963 -9.771 -7.658 -0.0330
C -22.697 -9.070 -12.259 -0.5339
C -23.609 -8.715 -13.417 -0.0331
C -21.227 -8.799 -12.459 -0.0825
C -22.697 -10.643 -12.144 -0.0700
C -24.176 -6.100 -11.285 -0.5127
C -25.608 -6.270 -11.943 -0.0123
C -23.167 -5.619 -12.314 -0.0771
C -24.259 -4.912 -10.250 -0.0526
H -25.082 -6.829 -8.740 0.1250
H -23.111 -10.490 -9.844 0.0879
H -23.360 -8.029 -6.128 0.0193
H -24.581 -8.780 -5.215 0.1053
H -24.920 -7.527 -6.440 0.0764
H -22.605 -10.607 -7.066 0.0160
H -23.977 -11.493 -7.820 0.0931
H -23.970 -11.086 -6.086 0.1090
H -26.525 -8.824 -7.879 0.0977
H -26.471 -10.224 -6.812 0.0807
H -26.025 -10.412 -8.521 0.0781
H -23.627 -7.618 -13.536 0.0436
H -24.627 -9.120 -13.316 0.1065
H -23.044 -9.106 -14.270 0.0912
H -20.976 -7.739 -12.438 0.0192
H -20.843 -9.216 -13.419 0.1024
H -20.614 -9.261 -11.627 0.0972
H -23.682 -11.037 -11.951 0.0860
H -21.963 -11.051 -11.451 0.0803
H -22.420 -10.975 -13.163 0.0933
H -25.557 -7.009 -12.751 0.0631
H -25.846 -5.316 -12.469 0.0947
H -26.320 -6.551 -11.161 0.0910
H -23.459 -5.905 -13.405 0.1082
H -22.206 -6.045 -12.127 0.0167
H -23.109 -4.491 -12.408 0.0964
H -24.867 -5.145 -9.381 0.0592
H -24.586 -4.003 -10.775 0.0913
H -23.246 -4.733 -9.811 0.0721
C -20.032 0.080 -10.732 -0.1002
C -20.814 -1.230 -10.645 -0.2261
C -19.943 -2.412 -11.206 -0.1506
N -20.486 -3.719 -10.872 0.0666
C -19.802 -4.544 -10.026 -0.7291
S -19.889 -6.207 -10.316 0.6476
N -18.978 -4.057 -9.036 0.1129
C -19.434 -3.073 -8.106 -0.3566
O -20.634 -2.796 -8.069 0.0645
C -18.450 -2.199 -7.444 -0.1655
C -18.938 -1.268 -6.571 -0.0034
C -18.112 -0.309 -5.913 -0.0509
C -16.768 -0.447 -6.002 -0.0877
C -16.211 -1.414 -6.855 -0.0642
C -17.032 -2.326 -7.537 -0.0192
H -20.631 0.952 -10.540 0.0662
H -19.535 0.190 -11.736 0.0905
H -19.165 0.035 -10.031 0.0794
H -21.827 -1.169 -11.172 0.1333
H -21.071 -1.487 -9.645 0.0598
H -18.950 -2.313 -10.776 0.1185
H -19.830 -2.324 -12.287 0.1314
H -21.106 -4.279 -11.416 0.0773
H -18.276 -4.729 -8.771 0.1048
H -20.018 -1.117 -6.467 0.1304
H -18.533 0.574 -5.390 0.1270
H -16.081 0.123 -5.368 0.1197
H -15.106 -1.543 -6.855 0.1189
H -16.669 -3.259 -8.053 0.1145
C -15.060 -6.403 -4.138 -0.0976
C -14.760 -6.630 -5.626 -0.2465
C -15.705 -7.475 -6.457 -0.1928
C -17.057 -6.848 -6.653 -0.1884
N -17.935 -7.824 -7.255 0.0009
C -18.963 -8.500 -6.692 -0.7481
S -20.186 -9.339 -7.617 0.5698
N -18.954 -8.529 -5.345 0.0192
C -20.016 -8.841 -4.437 -0.2125
C -19.610 -9.506 -3.114 -0.1698
C -19.539 -11.060 -3.167 -0.2693
C -18.281 -11.606 -3.767 -0.1299
H -14.214 -5.967 -3.591 0.0839
H -15.233 -7.315 -3.595 0.0682
H -15.882 -5.781 -3.957 0.0431
H -13.813 -7.164 -5.633 0.1042
H -14.469 -5.657 -6.090 0.1175
H -15.799 -8.388 -5.968 0.0953
H -15.270 -7.781 -7.417 0.1306
H -16.948 -5.954 -7.222 0.1017
H -17.592 -6.554 -5.736 0.1268
H -17.862 -8.016 -8.306 0.1569
H -18.272 -7.914 -4.979 0.1061
H -20.656 -9.529 -5.068 0.0960
H -20.675 -7.977 -4.311 0.1122
H -20.475 -9.258 -2.477 0.1133
H -18.732 -9.018 -2.663 0.1165
H -20.430 -11.399 -3.752 0.1169
H -19.565 -11.528 -2.166 0.1118
H -18.109 -11.121 -4.778 0.0786
H -18.295 -12.696 -3.943 0.0818
H -17.448 -11.369 -3.119 0.0678
C -21.460 -5.900 -6.404 -0.2211
H -22.426 -6.038 -5.993 -0.0931
H -21.207 -4.882 -6.850 -0.0603
H -20.682 -6.427 -5.855 -0.0948
```

- Orbital gap (spin up / spin down): 6.33 / 6.35 eV
- Energy above the lowest of the compared OMol25 structures with the same formula, charge and spin: 101.2 kcal/mol
- Multiplicity: 2
- Net charge: +1
- Strongest force on any atom: 3.994 eV/Å
- LUMO level (spin up / spin down): -0.127 / -0.127 Ha
- Highest occupied orbital energy (spin up / spin down): -9.79 / -9.81 eV